ORCA calculation (ωB97M-V/def2-TZVPD) on a structure of composition C41H37N7O2Ti.

Last column: Mulliken charge in e.
Positions of all 88 atoms, in Å:
Ti1 -0.14 0.05 -0.35  -0.945
C1 -1.46 -1.08 1.97  -0.201
N1 -0.11 -0.46 1.75  -0.044
C2 1.00 -1.40 2.08  -1.183
C3 2.11 -1.29 1.08  0.587
C4 3.35 -1.85 1.31  -0.944
C5 4.35 -1.69 0.37  -0.665
C6 4.09 -0.95 -0.78  -0.985
C7 2.83 -0.43 -0.95  -0.331
N2 1.84 -0.61 -0.05  1.244
C8 0.02 0.80 2.55  -1.541
C9 0.76 1.86 1.80  1.080
C10 1.39 2.90 2.44  -0.981
C11 2.03 3.88 1.70  -0.571
C12 2.03 3.77 0.31  -1.117
C13 1.39 2.71 -0.28  -0.311
N3 0.74 1.77 0.45  1.379
C14 -2.48 -0.11 1.45  0.334
C15 -3.75 -0.02 1.95  -0.864
C16 -4.55 1.04 1.55  -0.833
C17 -4.01 2.01 0.71  -1.190
C18 -2.74 1.83 0.22  -0.874
N4 -1.99 0.75 0.52  1.930
H1 -1.63 -1.29 3.03  0.912
H2 -1.51 -2.00 1.43  -0.521
H3 0.61 -2.42 2.09  0.273
H4 1.38 -1.20 3.08  0.763
H5 3.54 -2.39 2.23  0.625
H6 5.34 -2.12 0.53  0.505
H7 4.85 -0.77 -1.52  0.564
H8 2.59 0.16 -1.83  0.385
H9 0.51 0.59 3.50  0.658
H10 -0.97 1.18 2.80  0.497
H11 1.38 2.95 3.53  0.600
H12 2.53 4.70 2.19  0.485
H13 2.53 4.51 -0.31  0.529
H14 1.37 2.60 -1.35  0.557
H15 -4.10 -0.75 2.67  0.689
H16 -5.56 1.15 1.94  0.553
H17 -4.57 2.89 0.43  0.577
H18 -2.30 2.58 -0.42  0.851
C19 -0.47 -5.42 0.15  -0.534
O1 0.19 -4.89 -1.06  -0.466
C20 0.08 -3.58 -0.98  -0.252
N5 -0.48 -3.04 0.02  0.548
C21 -1.04 -4.15 0.84  -0.400
C22 -2.56 -4.09 0.89  0.170
C23 -3.21 -4.93 1.78  -0.621
C24 -4.60 -4.96 1.83  -0.822
C25 -5.34 -4.14 0.98  -0.652
C26 -4.69 -3.29 0.10  -0.737
C27 -3.30 -3.26 0.05  0.402
C28 0.51 -2.80 -2.14  0.324
C29 0.99 -3.46 -3.28  -0.875
C30 1.23 -2.74 -4.43  -1.032
C31 0.95 -1.38 -4.43  -0.805
C32 0.46 -0.83 -3.26  0.331
N6 0.25 -1.49 -2.11  0.999
C33 -0.01 0.54 -3.21  -0.278
N7 -0.47 1.08 -2.09  1.507
C34 -1.28 2.25 -2.55  -1.246
C35 -0.65 2.55 -3.92  -0.615
O2 -0.09 1.23 -4.28  -0.412
C36 -2.75 1.89 -2.69  0.487
C37 -3.22 0.59 -2.64  0.419
C38 -4.58 0.33 -2.82  -1.061
C39 -5.46 1.37 -3.06  -0.650
C40 -4.99 2.68 -3.12  -0.888
C41 -3.64 2.93 -2.94  -0.526
H19 0.29 -5.94 0.73  0.330
H20 -1.24 -6.11 -0.16  0.405
H21 -0.67 -4.08 1.86  0.604
H22 -2.64 -5.57 2.44  0.498
H23 -5.10 -5.62 2.52  0.458
H24 -6.42 -4.17 1.01  0.490
H25 -5.27 -2.66 -0.56  0.456
H26 -2.80 -2.61 -0.66  0.240
H27 1.13 -4.53 -3.23  0.671
H28 1.60 -3.23 -5.33  0.546
H29 1.07 -0.77 -5.31  0.705
H30 -1.13 3.09 -1.87  0.933
H31 0.18 3.26 -3.91  0.331
H32 -1.37 2.81 -4.68  0.452
H33 -2.56 -0.26 -2.48  0.065
H34 -4.94 -0.69 -2.79  0.541
H35 -6.51 1.17 -3.21  0.496
H36 -5.67 3.49 -3.32  0.476
H37 -3.28 3.96 -3.00  0.508

- total charge = +4
- multiplicity = 1
- molar mass (g mol⁻¹) = 707.66
- E_HOMO (eV) = -18.2
- DFT total energy (eV) = -80723.6635

ORCA calculation (ωB97M-V/def2-TZVPD) on a structure of composition C41H38BBr2N11Ru.

Last column: Mulliken charge in e.
Positions of all 94 atoms, in Å:
Ru1 0.11 -0.43 -0.14  0.030
C1 -2.80 0.16 -2.37  -1.285
C2 -2.11 -1.17 -2.35  0.207
C3 -2.45 -2.30 -3.08  -1.899
C4 -1.59 -3.30 -2.64  0.940
C5 -1.52 -4.73 -3.08  -1.460
N1 -0.79 -2.77 -1.71  0.801
N2 -1.09 -1.46 -1.53  1.087
B1 0.29 -3.48 -0.85  -1.089
N3 -0.04 -3.31 0.65  0.460
N4 -0.12 -2.05 1.16  1.836
C6 -0.43 -2.16 2.46  0.046
C7 -0.65 -0.99 3.35  -1.183
C8 -0.52 -3.52 2.78  -1.745
C9 -0.27 -4.21 1.61  0.988
C10 -0.25 -5.69 1.37  -1.382
N5 1.63 -2.78 -1.11  -0.376
N6 1.70 -1.42 -1.10  1.308
C11 2.93 -1.08 -1.51  0.842
C12 3.47 0.30 -1.69  -1.324
C13 3.65 -2.24 -1.77  -1.775
C14 2.80 -3.29 -1.51  0.860
C15 3.04 -4.76 -1.65  -1.394
H1 -3.85 0.03 -2.11  0.354
H2 -2.35 0.86 -1.68  0.145
H3 -2.77 0.59 -3.37  0.451
H4 -3.23 -2.39 -3.81  0.564
H5 -2.23 -4.89 -3.89  0.425
H6 -0.52 -4.98 -3.44  0.271
H7 -1.77 -5.41 -2.27  0.233
H8 0.33 -4.64 -1.12  -0.051
H9 -0.24 -0.08 2.92  -0.133
H10 -1.71 -0.84 3.52  0.204
H11 -0.17 -1.17 4.32  0.473
H12 -0.74 -3.94 3.75  0.563
H13 -0.47 -6.21 2.30  0.412
H14 -0.98 -5.98 0.63  0.265
H15 0.73 -6.01 1.02  0.215
H16 2.72 0.99 -2.05  0.170
H17 3.88 0.68 -0.75  0.127
H18 4.28 0.26 -2.41  0.532
H19 4.67 -2.29 -2.13  0.558
H20 4.06 -4.93 -1.97  0.391
H21 2.87 -5.28 -0.71  0.259
H22 2.37 -5.20 -2.39  0.247
Br1 -4.36 4.49 4.07  -0.127
C16 -3.23 3.38 3.07  -0.416
C17 -1.86 3.58 3.07  -1.143
C18 -1.08 2.70 2.33  -0.243
N7 -1.55 1.70 1.59  0.597
C19 -2.88 1.52 1.61  0.327
C20 -3.75 2.33 2.34  -1.196
C21 -3.43 0.32 0.94  1.081
C22 -4.79 0.25 0.63  -1.184
C23 -5.30 -0.97 0.22  -0.583
Br2 -7.12 -1.12 -0.23  -0.118
C24 -4.47 -2.07 0.16  -1.037
C25 -3.12 -1.88 0.41  -0.084
N8 -2.59 -0.70 0.76  1.222
H23 -1.40 4.37 3.64  0.513
H24 -0.01 2.82 2.36  0.631
H25 -4.81 2.12 2.36  0.530
H26 -5.43 1.12 0.72  0.544
H27 -4.84 -3.05 -0.12  0.546
H28 -2.43 -2.70 0.33  0.053
N9 3.94 9.14 0.60  -0.499
C26 3.55 8.06 0.51  -0.179
C27 3.06 6.72 0.40  0.600
C28 1.70 6.46 0.52  -0.970
C29 1.23 5.17 0.40  -0.225
C30 2.11 4.11 0.17  -0.193
C31 3.47 4.38 0.05  -0.153
C32 3.95 5.67 0.16  -0.991
C33 1.59 2.73 0.03  1.791
C34 0.81 2.46 -1.08  -1.041
C35 0.67 3.30 -2.23  -0.712
C36 0.16 2.53 -3.24  -1.986
C37 0.00 1.24 -2.70  -0.981
N10 0.35 1.18 -1.42  1.798
C38 1.99 1.78 0.98  -1.503
C39 2.94 1.96 2.01  -0.334
C40 3.09 0.74 2.65  -1.919
C41 2.21 -0.14 2.01  -0.908
N11 1.52 0.47 1.03  2.285
H29 1.01 7.28 0.70  0.478
H30 0.17 4.97 0.48  0.560
H31 4.16 3.56 -0.14  0.532
H32 5.01 5.88 0.06  0.475
H33 0.97 4.33 -2.28  0.658
H34 -0.05 2.83 -4.25  0.500
H35 -0.31 0.35 -3.22  0.894
H36 3.46 2.87 2.23  0.783
H37 3.74 0.50 3.47  0.521
H38 2.04 -1.19 2.23  0.641

- total charge = +1
- multiplicity = 2
- molar mass (g mol⁻¹) = 956.52
- E_HOMO (spin up / spin down) (eV) = -10.4 / -10.4
- DFT total energy (eV) = -202867.3852

The lowest molar mass belongs to which entry?
C41H37N7O2Ti